Model i:
{"formula": "C8H12OS", "method": "ωB97M-V/def2-TZVPD", "smiles": "C=C1O[C@H]2CCCC[C@H]2S1", "homo_energy_ha": -0.311, "symbols": ["C", "C", "C", "C", "C", "C", "C", "C", "O", "S", "H", "H", "H", "H", "H", "H", "H", "H", "H", "H", "H", "H"], "coordinates": [[-2.191, 0.648, 0.178], [-3.103, 1.194, 0.897], [1.951, 0.559, 0.288], [1.770, -0.966, 0.536], [1.248, 0.791, -1.033], [0.337, -1.288, 0.749], [-0.211, 0.401, -1.000], [-0.441, -1.046, -0.521], [-1.120, 1.247, -0.330], [-2.224, -1.235, -0.293], [-3.923, 0.521, 1.267], [-2.937, 2.214, 1.233], [1.192, 0.959, 1.008], [3.009, 0.904, 0.321], [1.917, -1.500, -0.383], [2.510, -1.185, 1.379], [1.140, 1.776, -1.336], [1.754, 0.324, -1.875], [0.291, -2.404, 0.860], [-0.259, -0.673, 1.511], [-0.563, 0.477, -2.143], [-0.144, -1.719, -1.312]]}

=====

Model ii:
{"formula": "C8H12OS", "method": "ωB97M-V/def2-TZVPD", "homo_energy_ha": -0.300, "symbols": ["C", "C", "C", "C", "C", "C", "C", "C", "O", "S", "H", "H", "H", "H", "H", "H", "H", "H", "H", "H", "H", "H"], "coordinates": [[-1.890, -0.287, -3.484], [-1.277, -0.879, -2.366], [-2.636, 0.758, -3.203], [-1.476, -0.154, -1.224], [2.005, -0.697, -0.206], [1.655, 0.363, 2.002], [-0.305, -0.518, 0.852], [1.017, 0.124, 0.654], [-1.222, -0.190, 1.834], [-2.567, 1.178, -1.507], [-1.555, -0.720, -4.395], [-0.652, -1.759, -2.408], [-2.829, 1.617, -3.871], [1.971, -1.714, 0.167], [1.566, -0.606, -1.241], [2.981, -0.226, -0.205], [2.560, 0.908, 1.847], [1.036, 0.857, 2.779], [1.776, -0.676, 2.436], [-0.096, -1.554, 0.595], [0.951, 1.129, 0.168], [-1.215, 0.719, 2.188]]}

=====

Model iii:
{"formula": "C8H12OS", "method": "ωB97M-V/def2-TZVPD", "homo_energy_ha": [-0.282, -0.269], "symbols": ["C", "C", "C", "C", "C", "C", "C", "C", "O", "S", "H", "H", "H", "H", "H", "H", "H", "H", "H", "H", "H", "H"], "coordinates": [[-2.419, -0.464, 0.176], [-0.223, 0.042, -1.734], [-0.623, 1.106, -0.764], [0.461, -0.678, -0.540], [0.399, 0.571, 0.346], [0.525, -2.096, -0.349], [1.677, 1.387, 0.266], [-0.074, 0.313, 1.770], [-3.262, -1.261, 0.516], [-2.359, 1.175, -0.211], [-1.066, -0.349, -2.272], [0.459, 0.317, -2.450], [-0.484, 2.154, -1.045], [1.562, -2.400, 0.008], [0.324, -2.589, -1.309], [-0.351, -2.435, 0.291], [2.187, 1.188, 1.181], [1.452, 2.456, 0.323], [2.351, 1.034, -0.603], [0.758, -0.255, 2.204], [-1.044, -0.353, 1.778], [-0.251, 1.137, 2.418]]}

=====

It is model i that is the most stable of them.